No. 1
{
  "formula": "C55H40ClN4O6Tl",
  "method": "ωB97M-V/def2-TZVPD",
  "charge": 0,
  "largest_force_ha_per_bohr": 0.00950,
  "homo_ev": [-6.60, -6.59],
  "e_tot_ha": -3422.9544,
  "e_lumo_ha": [-0.051, -0.051],
  "e_above_lowest_ev": 0.000,
  "multiplicity": 1,
  "orbital_gap_ev": [5.23, 5.22],
  "species": ["Tl", "C", "O", "C", "C", "C", "C", "C", "C", "C", "C", "C", "C", "C", "N", "C", "C", "C", "C", "C", "C", "C", "C", "C", "C", "O", "C", "C", "C", "C", "N", "C", "C", "C", "C", "C", "C", "O", "C", "C", "C", "C", "C", "C", "C", "N", "C", "C", "N", "C", "C", "C", "C", "O", "C", "C", "C", "H", "H", "H", "H", "H", "H", "H", "H", "H", "H", "H", "H", "H", "H", "H", "H", "H", "H", "H", "H", "H", "H", "H", "H", "H", "H", "H", "H", "H", "H", "H", "H", "H", "H", "H", "H", "Cl", "C", "C", "C", "C", "O", "C", "C", "O", "C", "H", "H", "H", "H"],
  "coordinates": [[0.051, -0.061, -0.520], [4.695, 7.147, -5.392], [3.773, 6.143, -5.767], [3.387, 5.253, -4.812], [2.440, 4.310, -5.210], [1.990, 3.364, -4.314], [2.465, 3.331, -3.002], [3.405, 4.276, -2.620], [3.874, 5.237, -3.511], [1.978, 2.303, -2.043], [1.250, 2.766, -0.926], [0.851, 4.127, -0.683], [0.065, 4.122, 0.425], [-0.046, 2.752, 0.862], [0.734, 1.981, 0.057], [-0.943, 2.302, 1.856], [-1.350, 0.984, 2.105], [-2.300, 0.552, 3.104], [-2.477, -0.786, 2.955], [-1.608, -1.214, 1.888], [-1.420, -2.530, 1.419], [-2.317, -3.574, 1.984], [-2.251, -3.941, 3.329], [-3.090, -4.905, 3.849], [-4.028, -5.531, 3.027], [-4.818, -6.461, 3.629], [-5.788, -7.108, 2.828], [-4.105, -5.185, 1.684], [-3.250, -4.211, 1.181], [-0.432, -2.958, 0.526], [0.536, -2.177, -0.042], [1.398, -2.961, -0.733], [2.528, -2.528, -1.478], [3.680, -3.479, -1.554], [3.785, -4.531, -0.637], [4.832, -5.442, -0.633], [5.866, -5.308, -1.548], [6.934, -6.142, -1.646], [6.971, -7.260, -0.781], [5.852, -4.211, -2.405], [4.803, -3.320, -2.389], [2.600, -1.226, -2.067], [3.333, -0.808, -3.244], [3.145, 0.525, -3.410], [2.293, 0.972, -2.345], [1.945, -0.126, -1.601], [0.922, -4.330, -0.632], [-0.194, -4.325, 0.132], [-0.950, -0.127, 1.420], [-1.568, 3.365, 2.694], [-0.783, 4.184, 3.493], [-1.340, 5.190, 4.274], [-2.715, 5.391, 4.249], [-3.366, 6.344, 4.968], [-2.583, 7.213, 5.763], [-3.518, 4.581, 3.446], [-2.948, 3.583, 2.684], [4.844, 7.764, -6.275], [5.651, 6.716, -5.087], [4.299, 7.765, -4.581], [2.068, 4.344, -6.224], [1.247, 2.640, -4.624], [3.791, 4.261, -1.608], [4.614, 5.949, -3.177], [1.104, 4.974, -1.297], [-0.430, 4.964, 0.878], [-2.766, 1.183, 3.840], [-3.139, -1.416, 3.526], [-1.523, -3.466, 3.976], [-3.034, -5.194, 4.889], [-6.300, -7.809, 3.481], [-5.321, -7.654, 2.004], [-6.511, -6.392, 2.427], [-4.818, -5.654, 1.024], [-3.312, -3.944, 0.133], [3.059, -4.633, 0.154], [4.839, -6.222, 0.114], [7.861, -7.821, -1.052], [6.089, -7.891, -0.913], [7.044, -6.950, 0.265], [6.693, -4.056, -3.066], [4.903, -2.459, -3.020], [3.857, -1.448, -3.927], [3.549, 1.144, -4.192], [1.353, -5.180, -1.131], [-0.805, -5.172, 0.396], [0.289, 4.030, 3.514], [-0.696, 5.799, 4.891], [-3.277, 7.911, 6.220], [-1.861, 7.764, 5.155], [-2.054, 6.664, 6.546], [-4.584, 4.757, 3.433], [-3.575, 2.964, 2.057], [-7.187, 0.366, 0.069], [-5.520, 0.614, -0.379], [-4.961, 1.899, -0.267], [-3.655, 2.125, -0.600], [-2.809, 1.074, -1.063], [-1.587, 1.323, -1.369], [-3.410, -0.211, -1.191], [-2.685, -1.334, -1.715], [-1.478, -1.386, -1.952], [-4.763, -0.418, -0.849], [-5.583, 2.710, 0.088], [-3.217, 3.111, -0.515], [-3.294, -2.231, -1.932], [-5.193, -1.406, -0.960]],
  "atomic_forces_ev_per_a": [[-0.34, 0.16, -0.31], [0.01, 0.00, 0.01], [-0.05, -0.03, 0.02], [0.03, 0.04, -0.04], [0.03, 0.02, 0.02], [-0.03, 0.00, 0.00], [0.03, 0.06, 0.00], [0.01, 0.00, 0.00], [-0.03, -0.03, -0.02], [0.02, -0.04, -0.01], [0.01, 0.06, 0.06], [0.00, -0.03, 0.00], [0.03, -0.02, 0.00], [0.00, 0.04, -0.04], [-0.08, -0.17, 0.07], [0.05, 0.02, 0.07], [-0.09, -0.06, 0.09], [0.04, 0.01, -0.04], [-0.06, 0.03, -0.04], [0.03, 0.05, 0.03], [0.07, -0.04, 0.08], [-0.10, -0.05, 0.01], [0.06, -0.02, 0.05], [-0.04, 0.00, -0.08], [-0.01, 0.00, 0.04], [0.04, 0.01, -0.01], [0.00, 0.02, 0.01], [0.01, -0.01, 0.04], [-0.02, -0.01, -0.03], [0.02, -0.08, 0.08], [0.03, 0.17, 0.06], [-0.05, -0.03, -0.12], [0.06, 0.04, -0.04], [0.02, 0.03, -0.06], [0.00, 0.06, 0.09], [0.05, -0.01, -0.03], [0.04, -0.03, 0.01], [-0.04, 0.07, -0.04], [0.00, 0.00, 0.02], [0.00, -0.02, 0.04], [-0.04, -0.03, -0.05], [-0.03, -0.06, -0.01], [0.00, -0.02, 0.08], [-0.04, -0.01, 0.01], [0.07, 0.02, 0.01], [-0.01, -0.04, 0.18], [0.01, 0.00, -0.01], [0.03, 0.02, -0.07], [0.16, 0.12, -0.07], [-0.05, 0.03, -0.02], [0.03, -0.01, 0.01], [-0.04, 0.00, -0.02], [-0.04, 0.02, 0.03], [-0.01, -0.03, -0.06], [0.00, -0.01, 0.03], [0.05, 0.02, 0.03], [0.02, -0.01, 0.01], [0.00, 0.00, 0.01], [0.00, 0.01, 0.00], [0.01, 0.00, 0.00], [-0.01, 0.01, -0.03], [-0.02, -0.01, -0.01], [0.00, 0.00, 0.02], [0.01, 0.02, -0.01], [0.02, 0.02, -0.02], [-0.02, 0.01, 0.00], [-0.03, 0.06, 0.01], [0.03, -0.03, -0.02], [0.00, 0.00, -0.03], [-0.01, -0.02, 0.04], [0.00, 0.00, -0.01], [-0.01, -0.01, 0.00], [0.00, -0.01, -0.01], [-0.03, -0.01, -0.01], [-0.01, 0.01, -0.02], [-0.02, 0.02, 0.01], [0.00, -0.02, 0.01], [-0.01, 0.00, 0.01], [0.01, -0.01, 0.01], [-0.01, -0.01, 0.00], [0.01, 0.00, -0.01], [0.02, -0.10, -0.02], [-0.03, 0.07, -0.05], [0.03, 0.02, -0.02], [0.04, 0.00, -0.01], [-0.02, -0.01, 0.02], [0.01, 0.00, 0.00], [0.01, 0.01, 0.01], [0.01, 0.00, 0.00], [0.00, 0.01, 0.00], [0.01, 0.01, 0.00], [-0.03, 0.01, 0.01], [-0.02, -0.03, -0.02], [0.03, 0.00, -0.01], [-0.03, -0.03, -0.01], [-0.03, 0.00, 0.02], [0.03, -0.04, -0.02], [-0.11, 0.02, -0.05], [0.24, -0.16, 0.09], [-0.01, -0.09, 0.01], [0.04, 0.06, 0.01], [0.04, -0.10, -0.01], [0.00, 0.05, 0.01], [-0.01, 0.02, 0.01], [0.02, 0.03, 0.00], [0.01, 0.00, 0.03], [0.00, -0.02, 0.00]],
  "lowdin_charge": [1.1377, -0.0868, -0.0827, -0.2810, 0.0087, -0.0211, -0.2160, -0.0236, -0.0097, -0.0477, -0.2259, 0.0195, 0.0155, -0.2259, 0.0382, -0.0426, -0.2067, 0.0220, 0.0223, -0.2139, -0.0590, -0.2130, -0.0260, 0.0087, -0.2810, -0.0822, -0.0855, -0.0077, -0.0235, -0.2267, 0.0332, -0.2184, -0.0096, -0.1358, -0.0347, -0.0082, -0.2851, -0.0775, -0.0840, 0.0061, -0.0174, -0.1856, -0.0046, 0.0201, -0.2221, 0.0247, -0.0134, 0.0232, 0.0414, -0.2101, -0.0220, -0.0093, -0.2804, -0.0816, -0.0865, 0.0136, -0.0251, 0.0917, 0.0940, 0.0949, 0.1206, 0.1287, 0.1264, 0.1017, 0.1129, 0.1147, 0.1140, 0.1123, 0.1264, 0.1199, 0.0917, 0.0938, 0.0957, 0.1019, 0.1161, 0.1063, 0.1047, 0.0917, 0.0948, 0.0949, 0.1215, 0.0748, 0.0968, 0.1163, 0.1160, 0.1148, 0.1266, 0.1017, 0.0918, 0.0944, 0.0947, 0.1211, 0.1035, 0.6346, -0.6721, -0.0998, -0.0052, -0.3610, -0.0971, -0.1361, -0.1963, -0.0303, -0.0673, 0.1068, 0.1208, 0.1309, 0.1129]
}

No. 2
{
  "formula": "C55H43AsClMnN3O3P",
  "method": "ωB97M-V/def2-TZVPD",
  "charge": 1,
  "largest_force_ha_per_bohr": 0.01214,
  "s_squared": 8.755,
  "homo_ev": [-9.76, -9.87],
  "e_tot_ha": -6699.9309,
  "e_lumo_ha": [-0.083, -0.086],
  "e_above_lowest_ev": 0.000,
  "multiplicity": 6,
  "orbital_gap_ev": [7.50, 7.54],
  "species": ["Mn", "Cl", "C", "C", "C", "C", "O", "C", "C", "O", "C", "H", "H", "H", "H", "O", "As", "C", "C", "C", "C", "C", "C", "C", "C", "C", "C", "C", "C", "C", "C", "C", "C", "C", "C", "H", "H", "H", "H", "H", "H", "H", "H", "H", "H", "H", "H", "H", "H", "H", "C", "C", "C", "C", "C", "C", "P", "C", "C", "C", "C", "C", "C", "C", "C", "C", "C", "C", "C", "H", "H", "H", "H", "H", "H", "H", "H", "H", "H", "H", "H", "H", "H", "H", "N", "C", "C", "C", "C", "C", "C", "N", "C", "C", "C", "C", "N", "C", "C", "H", "H", "H", "H", "H", "H", "H", "H", "H"],
  "coordinates": [[-1.408, -0.937, -0.206], [-3.774, -5.466, 4.909], [-3.469, -4.152, 3.811], [-3.546, -2.826, 4.283], [-3.306, -1.770, 3.450], [-2.981, -1.963, 2.078], [-2.759, -0.954, 1.318], [-2.910, -3.316, 1.621], [-2.531, -3.636, 0.286], [-2.245, -2.834, -0.618], [-3.161, -4.390, 2.507], [-3.802, -2.656, 5.321], [-3.365, -0.751, 3.812], [-2.481, -4.709, 0.043], [-3.105, -5.408, 2.138], [0.115, -1.756, 0.935], [1.564, -2.192, 1.623], [1.509, -1.618, 3.444], [0.401, -2.010, 4.194], [0.230, -1.503, 5.471], [1.158, -0.607, 5.991], [2.257, -0.216, 5.240], [2.435, -0.716, 3.956], [3.029, -1.312, 0.766], [4.336, -1.740, 0.975], [5.381, -1.059, 0.369], [5.117, 0.037, -0.442], [3.810, 0.455, -0.656], [2.761, -0.220, -0.050], [1.710, -4.096, 1.599], [1.159, -4.810, 0.540], [1.172, -6.196, 0.575], [1.715, -6.859, 1.669], [2.248, -6.142, 2.731], [2.245, -4.755, 2.700], [-0.327, -2.700, 3.779], [-0.628, -1.801, 6.058], [1.021, -0.210, 6.988], [2.977, 0.479, 5.651], [3.291, -0.413, 3.366], [4.538, -2.609, 1.592], [6.400, -1.386, 0.526], [5.935, 0.563, -0.916], [3.610, 1.299, -1.303], [1.735, 0.081, -0.228], [0.700, -4.298, -0.297], [0.744, -6.758, -0.244], [1.715, -7.940, 1.696], [2.651, -6.662, 3.590], [2.653, -4.192, 3.531], [-1.159, 3.905, -4.228], [-2.005, 2.940, -4.753], [-1.936, 1.626, -4.303], [-1.017, 1.278, -3.320], [-0.170, 2.255, -2.793], [-0.235, 3.560, -3.248], [-0.852, -0.417, -2.671], [0.837, -0.867, -3.192], [1.452, -1.922, -2.523], [2.714, -2.360, -2.893], [3.377, -1.734, -3.938], [2.770, -0.681, -4.613], [1.506, -0.246, -4.245], [-1.925, -1.429, -3.738], [-3.269, -1.534, -3.376], [-4.145, -2.288, -4.139], [-3.679, -2.960, -5.261], [-2.343, -2.868, -5.622], [-1.465, -2.102, -4.866], [-1.218, 4.926, -4.579], [-2.720, 3.206, -5.521], [-2.598, 0.878, -4.718], [0.543, 1.986, -2.020], [0.422, 4.314, -2.833], [0.920, -2.397, -1.705], [3.179, -3.181, -2.362], [4.365, -2.064, -4.231], [3.282, -0.199, -5.436], [1.043, 0.574, -4.779], [-3.630, -1.030, -2.485], [-5.186, -2.362, -3.855], [-4.356, -3.564, -5.850], [-1.978, -3.393, -6.494], [-0.426, -2.032, -5.158], [0.056, 5.953, 1.896], [0.017, 7.326, 1.771], [0.666, 8.352, 2.454], [0.367, 9.638, 2.056], [-0.543, 9.898, 1.015], [-1.179, 8.877, 0.345], [-0.893, 7.566, 0.734], [-1.389, 6.370, 0.250], [-0.808, 5.445, 0.961], [-1.054, 4.011, 0.774], [-0.382, 3.023, 1.489], [-0.653, 1.696, 1.216], [-1.519, 1.307, 0.276], [-2.192, 2.258, -0.378], [-2.000, 3.606, -0.160], [0.600, 5.435, 2.562], [1.368, 8.156, 3.254], [0.843, 10.470, 2.558], [-0.744, 10.924, 0.741], [-1.880, 9.068, -0.456], [0.343, 3.261, 2.256], [-0.168, 0.904, 1.777], [-2.918, 1.918, -1.107], [-2.559, 4.348, -0.711]],
  "atomic_forces_ev_per_a": [[-0.10, 0.14, 0.60], [0.01, 0.04, -0.02], [-0.02, -0.03, 0.06], [0.01, -0.01, 0.00], [-0.07, 0.00, 0.04], [0.02, -0.04, -0.16], [-0.09, -0.04, 0.24], [0.15, 0.05, 0.07], [-0.07, 0.03, 0.01], [0.18, -0.26, -0.18], [0.03, -0.03, -0.05], [0.00, 0.00, 0.00], [-0.01, 0.01, -0.01], [-0.10, 0.01, 0.00], [0.01, 0.00, 0.00], [-0.01, 0.24, -0.52], [-0.13, 0.09, 0.19], [-0.08, 0.09, -0.04], [0.03, -0.05, -0.02], [0.01, 0.00, 0.00], [0.01, 0.00, 0.00], [0.01, 0.00, 0.01], [0.02, -0.09, 0.02], [-0.06, -0.07, -0.06], [-0.02, -0.07, -0.03], [0.00, -0.01, 0.00], [-0.04, 0.00, 0.00], [0.03, -0.01, 0.00], [-0.01, 0.03, 0.01], [-0.07, 0.04, 0.12], [0.00, -0.05, -0.04], [0.00, 0.01, 0.02], [0.01, 0.02, -0.01], [0.00, -0.02, 0.00], [0.08, 0.02, -0.08], [-0.02, 0.03, 0.01], [0.00, -0.01, 0.00], [0.00, -0.01, 0.01], [0.00, 0.00, 0.00], [-0.01, 0.04, -0.01], [0.02, 0.02, 0.02], [0.00, 0.00, 0.00], [0.00, 0.00, 0.00], [-0.01, 0.00, -0.01], [0.01, 0.03, 0.03], [-0.01, 0.06, 0.00], [0.01, 0.00, -0.01], [-0.01, 0.00, 0.01], [0.03, 0.00, -0.01], [-0.04, -0.02, 0.04], [0.00, 0.00, 0.00], [-0.01, -0.01, 0.02], [-0.03, 0.02, 0.03], [0.05, -0.01, 0.07], [-0.01, -0.03, 0.00], [0.00, 0.00, 0.01], [0.11, -0.10, -0.57], [-0.01, -0.04, 0.08], [-0.10, -0.05, 0.03], [-0.03, 0.00, 0.01], [-0.03, 0.02, 0.00], [0.03, 0.00, 0.01], [0.01, 0.00, 0.04], [-0.07, 0.03, 0.11], [0.06, 0.01, 0.01], [-0.01, 0.01, -0.01], [0.01, -0.01, -0.01], [0.02, 0.01, 0.01], [-0.02, 0.04, -0.01], [0.00, 0.00, 0.00], [-0.01, 0.00, 0.01], [0.01, 0.00, -0.03], [0.01, 0.03, 0.00], [0.00, 0.00, 0.00], [0.07, -0.04, 0.03], [0.02, 0.00, 0.00], [0.01, -0.01, 0.00], [0.01, 0.01, 0.00], [-0.02, 0.01, 0.00], [-0.02, -0.02, 0.00], [0.00, 0.00, 0.02], [-0.01, 0.01, 0.00], [-0.01, 0.00, 0.00], [0.02, -0.02, 0.01], [0.07, -0.04, 0.06], [-0.02, 0.00, 0.00], [0.01, -0.03, -0.01], [-0.02, 0.00, -0.02], [0.02, 0.01, 0.01], [-0.01, -0.03, -0.02], [-0.01, 0.02, 0.01], [0.01, 0.01, -0.03], [-0.03, 0.00, 0.02], [0.03, -0.01, 0.02], [0.00, 0.02, 0.01], [-0.01, -0.01, 0.02], [0.29, 0.03, -0.05], [-0.07, -0.10, 0.02], [-0.07, 0.05, 0.00], [-0.04, 0.02, -0.03], [-0.01, 0.01, 0.01], [0.01, 0.00, 0.00], [0.00, 0.00, 0.00], [-0.01, 0.01, 0.00], [0.01, -0.01, -0.01], [0.04, -0.01, -0.05], [0.04, 0.02, -0.05], [0.01, -0.02, -0.02]],
  "lowdin_charge": [0.7673, 0.6570, -0.6776, -0.0936, -0.0049, -0.3539, -0.1406, -0.1353, -0.1761, -0.0948, -0.0667, 0.1094, 0.1204, 0.1361, 0.1164, -0.5078, 1.2357, -0.3067, -0.0817, -0.0585, -0.0636, -0.0708, -0.0861, -0.3140, -0.0907, -0.0639, -0.0604, -0.0628, -0.1023, -0.2962, -0.0872, -0.0639, -0.0608, -0.0628, -0.0902, 0.1079, 0.1107, 0.1110, 0.1089, 0.1002, 0.1110, 0.1116, 0.1115, 0.1107, 0.0837, 0.0943, 0.1115, 0.1122, 0.1123, 0.1067, -0.0666, -0.0622, -0.0690, -0.3829, -0.1289, -0.0721, 1.0825, -0.3716, -0.1134, -0.0714, -0.0681, -0.0637, -0.0790, -0.3714, -0.1161, -0.0663, -0.0694, -0.0662, -0.0664, 0.1099, 0.1100, 0.1044, 0.1047, 0.1112, 0.0763, 0.1098, 0.1091, 0.1097, 0.1118, 0.1014, 0.1104, 0.1088, 0.1087, 0.1032, 0.1674, -0.1895, -0.0204, -0.0844, -0.0842, -0.0108, -0.2224, 0.1848, -0.2841, -0.1194, 0.0092, -0.1157, -0.0056, -0.1160, 0.0109, 0.1512, 0.1092, 0.1044, 0.1034, 0.1135, 0.1091, 0.1064, 0.1216, 0.1219]
}

Q: Among the records above, which one has the lowest charge?
A: C55H40ClN4O6Tl